No. 1
An isolated molecule of C2H3FSi. Source: OMol25; level of theory: ωB97M-V with the def2-TZVPD basis set.

```
7
Properties=species:S:1:pos:R:3
Si -0.1741 0.5315 -0.0117
F 3.2769 0.2783 -0.0610
C 1.9163 0.1346 0.0116
C 1.1156 -0.8780 0.0836
H 1.1763 -1.9793 -0.1056
H -1.1414 0.4924 -1.2094
H -0.7281 1.3137 1.1062
```

Results
Electronic energy: -12713.8999 eV
SMILES: FC1=C[SiH2]1
HOMO energy: -9.06 eV
Multiplicity: 1
Frontier orbital gap: 9.1 eV

These are the natural (NBO) partial charges, in e, on atoms 1 to 6:
1. Si 0.929
2. F -0.335
3. C 0.193
4. C -0.716
5. H 0.231
6. H -0.152

No. 2
A structure of composition C2H3FeO2. Source: OMol25; level of theory: ωB97M-V with the def2-TZVPD basis set.

```
8
Properties=species:S:1:pos:R:3
Fe 0.5004 -0.6286 1.1502
O 0.9411 2.4265 -0.7504
O -0.3429 -1.7986 -0.2417
C 0.0686 1.7608 -0.2960
C -0.7462 0.8674 0.1569
H -1.7537 1.0462 0.5241
H -0.7208 -2.6622 -0.0284
H -1.0154 -1.2324 -0.8441
```

Results
Electronic energy: -40591.6018 eV
HOMO energy (alpha / beta): -12.69 / -14.48 eV
Multiplicity: 7
Frontier orbital gap (alpha / beta): 8.3 / 6.0 eV
Total charge: +1

These are the natural (NBO) partial charges, in e, on atoms 1 to 6:
1. Fe 1.218
2. O -0.354
3. O -1.028
4. C 0.647
5. C -0.899
6. H 0.297

No. 3
A structure of composition C2H3GaO2. Source: OMol25; level of theory: ωB97M-V with the def2-TZVPD basis set.

```
8
Properties=species:S:1:pos:R:3
Ga 0.6299 0.1672 1.3744
O 1.0261 0.7042 -0.6980
O 1.8677 -0.2680 -0.0384
C -0.8690 0.2114 -0.5321
C -1.2056 -0.4220 0.5195
H -1.2089 1.0873 -1.0855
H 1.8903 -1.0321 -0.6302
H -2.1305 -0.4479 1.0902
```

Results
Electronic energy: -58564.4529 eV
HOMO energy (alpha / beta): -22.27 / -22.26 eV
Multiplicity: 1
Frontier orbital gap (alpha / beta): 7.4 / 7.4 eV
Total charge: +2

These are the natural (NBO) partial charges, in e, on atoms 1 to 6:
1. Ga 1.838
2. O -0.293
3. O -0.500
4. C 0.108
5. C -0.426
6. H 0.338

No. 4
An isolated molecule of C2H3I2NO. Source: OMol25; level of theory: ωB97M-V with the def2-TZVPD basis set.

```
9
Properties=species:S:1:pos:R:3
I -4.8153 0.0760 0.3589
I -1.3601 0.1779 0.4679
O 1.2801 -0.8198 0.2375
N -0.0146 -1.1498 0.0704
C -3.0777 -0.8247 1.0434
C 1.8138 0.3197 -0.4183
H 2.9414 0.6517 -0.0896
H 1.1879 1.2170 -0.1067
H 2.0445 0.3520 -1.5635
```

Results
Electronic energy: -21851.6950 eV
HOMO energy (alpha / beta): -7.77 / -8.23 eV
Multiplicity: 1
Frontier orbital gap (alpha / beta): 6.2 / 7.4 eV

These are the natural (NBO) partial charges, in e, on atoms 1 to 6:
1. I 0.157
2. I 0.935
3. O -0.347
4. N -0.318
5. C -0.715
6. C -0.318

No. 5
A structure of composition C2H3I2NO. Source: OMol25; level of theory: ωB97M-V with the def2-TZVPD basis set.

```
9
Properties=species:S:1:pos:R:3
I 2.6126 1.1350 -0.3617
I 1.1703 -2.1211 -0.2798
O -0.2561 1.7136 0.8545
N -1.3864 -0.2185 0.5458
C -0.2186 0.5534 0.4340
C 0.8957 -0.0257 -0.3032
H -2.0984 0.2965 0.9692
H -1.2066 -1.2046 0.7357
H 0.4876 -0.1287 -2.5945
```

Results
Electronic energy: -21857.3798 eV
HOMO energy (alpha / beta): -9.65 / -8.89 eV
Multiplicity: 1
Frontier orbital gap (alpha / beta): 7.8 / 8.1 eV

These are the natural (NBO) partial charges, in e, on atoms 1 to 6:
1. I 0.304
2. I 0.232
3. O -0.569
4. N -0.822
5. C 0.477
6. C -0.491

No. 6
A structure of composition C2H3I2O3P. Source: OMol25; level of theory: ωB97M-V with the def2-TZVPD basis set.

```
11
Properties=species:S:1:pos:R:3
I -0.2539 -2.6481 -0.6933
I 9.4226 1.1474 -0.8342
P -1.8718 0.3866 -0.7721
O -0.6430 1.3152 0.1411
O -1.4955 0.2275 -2.1837
O -3.2405 0.7093 -0.3248
C 0.0266 0.3843 0.8967
C -1.1693 -0.9809 0.2970
H 0.1209 0.5844 1.9542
H -1.9785 -1.4014 1.0884
H 1.0824 0.2757 0.4306
```

Results
Electronic energy: -33758.6789 eV
HOMO energy: -1.89 eV
Multiplicity: 1
Frontier orbital gap: 6.1 eV
Total charge: -2

These are the natural (NBO) partial charges, in e, on atoms 1 to 6:
1. I 0.051
2. I -1.000
3. P 2.329
4. O -0.824
5. O -1.136
6. O -1.144

ΔE to the lowest compared entry with this formula, charge and spin: 74.1 20.2 136.8 223.2 92.1 8.1 (kcal per mole)